(1)
72
Properties=species:S:1:pos:R:3:forces:R:3 method="wB97M-V/def2-TZVPD" orbital_gap_ev=6.9 molar_mass_g_mol=835.2
Pd -1.077 -0.780 -0.827 -0.8 1.0 -0.3
C -0.611 -1.689 -4.824 0.0 0.1 0.0
Se -0.029 -0.568 -3.343 0.2 -0.1 -0.2
C 1.412 -1.692 -2.686 0.0 -0.1 0.0
C 1.021 -3.100 -2.247 0.1 0.1 0.0
Se -0.381 -3.211 -0.883 0.1 0.1 0.1
C -1.793 -3.948 -1.994 0.0 -0.1 0.0
H 0.168 -1.740 -5.582 0.0 0.0 0.0
H -1.489 -1.200 -5.242 0.0 0.0 0.0
H -0.877 -2.691 -4.498 0.0 0.0 0.0
H 1.782 -1.107 -1.846 0.0 0.0 0.0
H 2.192 -1.751 -3.446 0.0 -0.1 0.0
H 1.891 -3.580 -1.797 0.0 0.0 0.0
H 0.697 -3.726 -3.078 0.0 0.0 0.0
H -1.433 -4.860 -2.466 0.0 0.0 0.0
H -2.120 -3.218 -2.728 0.0 0.0 0.0
H -2.612 -4.187 -1.321 0.0 -0.1 -0.1
Cl -2.982 0.736 -3.035 -0.1 0.0 0.0
C -3.738 -0.514 -2.097 -0.1 -0.1 0.0
C -3.014 -1.194 -1.120 0.1 -0.5 0.5
C -3.750 -2.053 -0.291 0.1 0.3 -0.1
Cl -2.961 -2.768 1.085 -0.1 0.0 0.0
C -5.098 -2.328 -0.502 0.1 -0.1 0.1
Cl -5.935 -3.437 0.514 0.0 0.0 0.0
C -5.767 -1.701 -1.548 0.0 0.1 -0.1
Cl -7.423 -2.049 -1.851 0.0 0.0 0.0
C -5.091 -0.771 -2.331 0.0 0.0 0.0
Cl -5.930 0.056 -3.586 0.0 0.0 0.0
C 1.898 -0.019 3.764 0.0 0.0 0.0
C 1.232 -0.897 2.709 0.0 0.0 0.0
C 2.265 -1.778 2.011 0.0 0.0 0.0
C 0.147 -1.765 3.335 0.0 0.0 0.0
O 0.566 -0.082 1.749 0.0 0.2 -0.1
Si 1.079 1.008 0.605 -0.1 -0.5 0.6
O 0.595 0.408 -0.795 0.5 -0.2 0.1
O 0.387 2.475 0.930 -0.1 -0.3 0.1
C -0.995 2.667 1.269 0.0 0.1 -0.1
C -1.168 2.494 2.773 0.0 0.0 0.0
C -1.902 1.690 0.509 0.0 0.0 0.0
C -1.326 4.094 0.854 0.0 0.0 0.0
O 2.698 1.176 0.809 -0.2 0.1 -0.2
C 3.546 2.236 0.340 0.0 0.0 0.0
C 3.527 3.359 1.370 0.0 0.0 0.0
C 4.939 1.634 0.227 0.0 0.0 0.0
C 3.069 2.736 -1.019 0.0 0.0 0.0
H 2.429 -0.633 4.493 0.0 0.0 0.0
H 1.150 0.576 4.291 0.0 0.0 0.0
H 2.610 0.656 3.288 0.0 0.0 0.0
H 2.706 -2.482 2.719 0.0 0.0 0.0
H 3.056 -1.170 1.572 0.0 0.0 0.0
H 1.777 -2.351 1.217 0.0 0.0 0.0
H 0.546 -2.344 4.171 0.0 0.0 0.0
H -0.255 -2.453 2.589 0.0 0.0 0.0
H -0.668 -1.139 3.699 0.0 0.0 0.0
H -0.919 1.474 3.065 0.0 0.0 0.0
H -2.200 2.703 3.062 0.0 0.0 0.0
H -0.510 3.184 3.302 0.0 0.0 0.0
H -1.725 0.662 0.865 0.0 0.0 0.1
H -1.716 1.771 -0.565 0.0 0.0 0.0
H -2.954 1.909 0.697 0.0 0.0 0.0
H -0.657 4.788 1.363 0.0 0.0 0.0
H -2.356 4.346 1.113 0.0 0.0 0.0
H -1.194 4.211 -0.222 0.0 0.0 0.0
H 3.884 2.987 2.332 0.0 0.0 0.0
H 2.511 3.733 1.496 0.0 0.0 0.0
H 4.173 4.179 1.053 0.0 0.0 0.0
H 5.255 1.241 1.195 0.0 0.0 0.0
H 5.659 2.386 -0.098 0.0 0.0 0.0
H 4.937 0.815 -0.494 0.0 0.0 0.0
H 2.084 3.200 -0.937 0.0 0.0 0.0
H 3.002 1.908 -1.726 0.0 0.0 0.0
H 3.766 3.479 -1.411 0.0 0.0 0.0

(2)
63
Properties=species:S:1:pos:R:3:forces:R:3 method="wB97M-V/def2-TZVPD" orbital_gap_ev=4.7 molar_mass_g_mol=520.9 charge=-1
C -1.435 2.879 1.739 0.3 0.5 -0.6
C -2.476 3.280 0.859 0.6 0.8 -0.4
C -1.865 3.745 -0.351 0.1 0.6 0.8
H -3.545 3.271 1.063 0.3 -0.1 -0.1
C -0.448 3.600 -0.211 -0.2 0.4 0.6
C -0.185 3.093 1.089 -0.4 0.2 0.1
H 0.802 3.009 1.564 -0.6 -0.2 -0.4
H -1.556 2.619 2.778 -0.1 -0.3 0.0
H -2.386 4.199 -1.192 0.0 -0.3 0.1
H 0.328 3.950 -0.892 -0.3 -0.2 0.0
La -1.615 1.091 -0.512 -2.0 1.2 -1.2
Cl -3.506 -0.134 0.756 -0.8 -0.7 0.7
C -5.742 1.169 -2.802 0.0 0.9 0.2
C -4.929 1.899 -3.718 -0.2 0.3 0.7
C -5.075 3.287 -3.429 -0.4 -0.5 0.5
H -4.331 1.475 -4.516 0.0 0.0 -0.1
C -5.979 3.416 -2.334 0.3 -0.8 -0.4
C -6.393 2.107 -1.947 0.6 0.2 -0.7
H -7.099 1.870 -1.160 0.1 0.0 0.0
H -5.866 0.093 -2.774 0.0 0.0 0.0
H -4.602 4.105 -3.960 0.0 0.0 0.0
H -6.313 4.347 -1.888 0.0 -0.1 0.0
C 2.658 -1.918 2.667 0.0 -0.3 0.5
C 1.280 -1.372 2.253 0.9 -0.4 -0.5
C 0.230 -2.449 2.550 -0.2 0.0 0.3
C 1.006 -0.088 3.045 -0.2 0.1 0.1
P 1.265 -1.020 0.419 -3.0 2.5 -0.5
N 0.011 -0.051 0.101 4.0 -3.1 0.8
C 2.825 -0.109 -0.101 0.3 -0.6 0.0
C 4.011 -1.071 -0.279 0.5 0.3 -0.1
C 2.510 0.633 -1.417 0.0 0.2 0.1
C 3.236 0.915 0.966 0.1 0.3 0.0
C 1.066 -2.603 -0.567 0.5 -0.4 0.3
C -0.406 -3.070 -0.535 -0.1 0.1 -0.1
C 1.431 -2.344 -2.039 -0.2 -0.1 -0.2
C 2.004 -3.718 -0.064 0.0 -0.4 -0.4
H 2.600 -2.229 3.718 0.0 0.0 -0.1
H 3.449 -1.169 2.606 -0.1 -0.2 0.0
H 2.961 -2.796 2.090 0.0 0.2 0.1
H 0.203 -2.603 3.633 -0.1 0.1 0.0
H -0.781 -2.183 2.219 0.3 0.1 0.0
H 0.504 -3.413 2.108 -0.1 0.3 0.2
H 1.771 0.680 2.891 -0.3 -0.3 0.1
H 0.039 0.363 2.796 0.1 -0.2 0.0
H 1.020 -0.346 4.114 -0.1 0.0 -0.1
H 3.873 -1.770 -1.106 0.1 0.1 0.2
H 4.912 -0.482 -0.506 -0.1 -0.1 0.0
H 4.234 -1.630 0.636 -0.1 0.1 -0.2
H 1.531 1.132 -1.344 0.4 -0.2 0.1
H 3.267 1.411 -1.597 0.0 -0.3 0.0
H 2.482 -0.044 -2.278 0.1 0.2 0.2
H 2.491 1.709 1.082 0.1 -0.2 0.0
H 3.430 0.461 1.943 0.0 0.3 -0.4
H 4.183 1.380 0.657 -0.2 0.0 -0.1
H -1.083 -2.246 -0.808 0.2 -0.3 0.2
H -0.521 -3.865 -1.289 0.0 0.1 0.2
H -0.730 -3.474 0.431 0.1 0.2 -0.3
H 2.513 -2.257 -2.196 -0.5 0.0 -0.1
H 1.081 -3.211 -2.618 0.1 0.2 0.1
H 0.917 -1.462 -2.437 0.1 -0.2 0.1
H 3.054 -3.417 -0.134 -0.2 -0.1 0.1
H 1.797 -4.056 0.953 0.0 0.1 -0.3
H 1.893 -4.589 -0.727 0.0 0.1 0.1

(3)
70
Properties=species:S:1:pos:R:3:forces:R:3 method="wB97M-V/def2-TZVPD" orbital_gap_ev="5.3 / 6.2" molar_mass_g_mol=679.4
O 0.674 -0.711 -3.887 -1.0 -0.3 0.4
C -0.292 0.117 -3.962 -0.2 1.2 -0.3
C 0.091 1.580 -4.130 0.0 -0.1 -0.1
C 0.315 2.400 -3.040 0.1 0.3 0.1
H 0.064 2.039 -2.040 0.4 0.3 -0.2
C 0.799 3.702 -3.222 -0.1 -0.1 -0.1
H 1.002 4.300 -2.332 -0.1 -0.1 -0.3
C 1.033 4.190 -4.511 -0.2 -0.5 0.2
H 1.417 5.201 -4.652 -0.1 -0.3 0.0
C 0.773 3.362 -5.613 0.1 0.1 -0.1
H 0.938 3.729 -6.631 0.0 -0.1 0.4
C 0.317 2.060 -5.425 -0.1 -0.1 0.2
H 0.116 1.385 -6.260 0.1 0.3 0.0
H -1.165 -0.153 -4.615 0.4 -0.3 0.3
C -2.005 -1.440 -2.468 -0.2 -0.8 -0.1
C -1.627 -0.007 -2.533 -0.7 0.4 -1.4
H -2.901 -1.632 -3.089 0.4 0.1 0.1
H -2.237 -1.808 -1.458 0.2 0.1 -0.2
H -1.180 -2.050 -2.857 -0.2 0.0 0.2
C -2.435 1.063 -2.441 0.5 0.2 0.3
C -3.884 1.039 -2.012 -0.1 -0.5 0.2
H -2.054 2.067 -2.641 0.0 -0.4 -0.1
H -4.491 1.601 -2.735 0.2 -0.1 0.1
H -4.024 1.518 -1.029 0.0 -0.1 -0.3
H -4.272 0.011 -1.950 0.1 0.3 0.0
Tl -1.739 0.258 0.384 0.7 1.1 1.2
Cl -3.824 1.248 1.728 0.4 -0.3 -0.6
C -1.483 0.393 3.879 0.4 -0.1 -0.7
O -0.686 0.007 3.004 -0.9 0.3 0.5
N -1.490 -0.040 5.147 0.1 -0.2 0.1
C -0.578 -1.082 5.593 0.0 0.0 0.0
C -2.497 0.401 6.100 0.0 0.1 -0.3
H -2.270 1.134 3.653 0.3 -0.2 0.1
H 0.168 -1.263 4.816 -0.2 0.0 0.2
H -1.129 -2.007 5.808 0.1 0.1 -0.1
H -0.093 -0.760 6.522 0.0 0.0 -0.2
H -3.039 1.246 5.659 0.1 -0.2 0.2
H -2.015 0.712 7.035 -0.1 0.0 -0.2
H -3.208 -0.406 6.325 0.2 0.2 -0.1
H 4.853 2.127 -2.630 -0.2 -0.1 -0.2
H 5.075 1.758 -0.448 0.0 -0.1 0.2
C 3.766 1.987 -2.645 -0.1 -0.1 0.1
C 4.044 1.458 -0.237 0.0 0.3 0.2
N 3.409 1.163 -1.504 -0.4 -0.7 0.0
H 3.453 1.489 -3.570 0.1 0.1 0.1
C 2.421 0.248 -1.543 0.1 0.1 0.3
O 2.003 -0.367 -0.542 0.3 0.5 -0.9
H 4.013 0.566 0.393 0.1 0.2 -0.1
H 2.018 0.058 -2.561 0.2 0.2 0.5
H 3.284 2.970 -2.587 0.1 -0.2 0.0
H 3.515 2.288 0.255 0.2 -0.3 -0.1
H 0.508 -5.789 0.517 -0.2 0.1 0.0
H 2.515 -4.702 -0.785 -0.1 0.2 -0.1
C -0.147 -5.163 -0.102 0.1 -0.2 -0.2
C 1.743 -4.145 -1.336 0.0 0.1 0.2
N 0.563 -3.965 -0.505 -0.3 0.0 0.2
H -1.038 -4.878 0.456 0.1 -0.1 -0.1
C 0.118 -2.748 -0.135 0.5 0.2 -0.5
O -0.940 -2.547 0.470 -0.1 0.3 0.1
H 2.135 -3.164 -1.626 -0.1 -0.2 0.0
H 0.794 -1.922 -0.441 -0.3 -0.3 0.1
H -0.419 -5.744 -0.991 -0.1 0.1 0.2
H 1.483 -4.723 -2.234 0.0 0.2 0.2
C 0.846 2.751 1.915 0.1 0.0 0.6
C 0.712 2.807 0.421 1.2 0.2 -0.4
O 1.675 3.234 -0.259 -1.7 -0.3 0.5
O -0.410 2.383 -0.059 -0.4 -0.7 -0.3
H -0.093 3.042 2.393 0.1 0.0 0.0
H 1.658 3.401 2.250 -0.1 -0.1 0.0
H 1.060 1.720 2.223 0.0 0.2 -0.1

(4)
72
Properties=species:S:1:pos:R:3:forces:R:3 method="wB97M-V/def2-TZVPD" orbital_gap_ev="7.9 / 7.0" molar_mass_g_mol=736.3 multiplicity=2 charge=+1
Ru 0.004 0.356 -0.960 0.4 0.0 1.2
O 2.564 3.326 -2.270 0.0 0.0 0.0
C 1.613 2.472 -2.569 0.1 0.0 0.0
O 1.741 1.261 -2.469 -0.3 0.1 -0.1
C 0.329 3.082 -3.084 -0.1 0.0 0.1
O -0.759 2.498 -2.398 -0.1 0.0 -0.2
C -1.302 3.308 -1.341 0.0 -0.1 0.0
C -0.517 3.192 -0.031 0.1 0.1 -0.2
O -0.613 4.062 0.800 0.0 0.0 0.0
O 0.249 2.139 0.073 -0.3 -0.4 0.1
H 3.317 2.837 -1.894 0.0 0.0 0.0
H 0.245 2.804 -4.137 0.0 0.1 0.0
H 0.344 4.168 -3.000 0.0 0.0 0.0
H -2.308 2.932 -1.162 0.0 0.1 0.0
H -1.368 4.350 -1.651 0.1 0.0 0.0
C -5.194 -1.876 -0.120 0.0 0.0 0.0
Si -4.562 -1.291 1.539 0.0 0.0 0.0
C -5.013 0.482 1.891 0.0 0.0 0.0
C -5.193 -2.415 2.890 0.0 0.0 0.0
C -2.664 -1.434 1.541 0.0 0.0 0.0
C -1.973 -2.199 2.472 0.0 0.0 0.0
C -0.579 -2.273 2.475 0.0 0.0 0.0
C 0.127 -1.572 1.527 0.0 0.0 0.0
N -0.517 -0.832 0.616 -0.1 0.2 -0.3
C -1.857 -0.758 0.622 -0.1 -0.1 0.0
S -2.313 0.298 -0.689 0.3 0.2 -0.2
H -6.283 -1.952 -0.098 0.0 0.0 0.0
H -4.797 -2.865 -0.357 0.0 0.0 0.0
H -4.923 -1.198 -0.930 0.0 0.0 0.0
H -6.095 0.583 2.006 0.0 0.0 0.0
H -4.698 1.153 1.091 0.0 0.0 0.0
H -4.546 0.823 2.817 0.0 0.0 0.0
H -6.284 -2.371 2.914 0.0 0.0 0.0
H -4.836 -2.116 3.877 0.0 0.0 0.0
H -4.913 -3.458 2.724 0.0 0.0 0.0
H -2.526 -2.756 3.219 0.0 0.0 0.0
H -0.049 -2.864 3.208 0.0 0.0 0.0
H 1.206 -1.581 1.477 0.0 0.0 0.0
C 3.644 3.393 2.172 0.0 0.0 0.0
Ge 4.497 1.651 2.378 0.0 0.0 -0.1
C 5.157 1.316 4.179 0.0 0.0 0.0
C 5.912 1.404 1.050 0.0 -0.1 0.0
C 3.057 0.324 2.016 -0.3 -0.1 0.0
Se 2.524 0.466 0.145 0.5 0.2 -0.6
C 3.420 -1.104 -0.566 0.0 0.0 0.1
H 4.380 4.157 1.923 0.0 0.0 0.0
H 3.146 3.692 3.094 0.0 0.0 0.0
H 2.891 3.365 1.383 0.0 0.0 0.0
H 5.931 2.039 4.438 0.0 0.0 0.0
H 5.586 0.316 4.252 0.0 0.0 0.0
H 4.352 1.404 4.909 0.0 0.0 0.0
H 6.536 2.297 0.999 0.0 0.0 0.0
H 5.492 1.228 0.059 0.0 0.0 0.0
H 6.554 0.561 1.308 0.0 0.0 0.0
H 2.184 0.583 2.618 0.0 0.0 0.0
H 3.326 -0.712 2.222 0.0 0.0 0.0
H 4.498 -0.973 -0.519 0.0 0.0 0.0
H 3.103 -1.201 -1.602 0.0 0.0 0.0
H 3.130 -1.993 -0.008 0.0 0.0 0.0
N -2.187 -3.661 -4.932 0.0 0.0 0.0
C -1.479 -2.903 -4.075 0.0 0.0 0.0
C -0.900 -1.688 -4.474 0.1 0.0 0.0
C -0.216 -0.937 -3.558 0.2 0.0 0.0
N -0.041 -1.292 -2.268 -0.7 0.0 0.2
C -0.586 -2.471 -1.896 0.2 -0.1 0.0
C -1.285 -3.290 -2.738 0.1 0.0 0.0
H -2.276 -3.402 -5.898 0.0 0.0 0.0
H -2.549 -4.555 -4.653 0.0 0.0 0.0
H -0.993 -1.339 -5.494 0.0 0.0 0.0
H 0.249 -0.004 -3.847 -0.1 0.1 0.0
H -0.427 -2.763 -0.869 -0.1 0.0 0.0
H -1.690 -4.222 -2.368 0.0 0.0 0.0